C8H8AuN4OS3 | ωB97M-V/def2-TZVPD

Positions of all 25 atoms, in Å:
Au  -0.588  0.782  0.781
S  -0.522  2.907  -0.452
S  -2.648  0.813  3.474
S  1.775  3.663  -2.216
O  -2.812  -0.577  3.882
N  1.457  1.281  -1.408
N  -1.832  1.145  2.294
N  0.877  0.362  -0.670
N  -0.422  -1.509  0.733
C  0.121  -4.203  0.436
C  0.764  5.133  -2.154
C  1.195  -0.890  -0.899
C  -1.103  -2.393  1.431
C  0.877  2.530  -1.306
C  -0.861  -3.769  1.301
C  0.538  -1.923  -0.128
C  0.843  -3.264  -0.299
H  1.405  5.926  -2.537
H  -1.849  -2.005  2.118
H  0.329  -5.258  0.322
H  -0.111  5.026  -2.792
H  1.916  -1.127  -1.673
H  -1.445  -4.467  1.884
H  0.475  5.379  -1.134
H  1.620  -3.565  -0.988

Force components x, y, z for each atom (eV/Å):
Au -0.21 -0.47 0.03
S 0.18 0.02 -0.10
S 0.17 -0.62 -0.19
S 0.06 -0.26 -0.13
O 0.00 0.09 -0.06
N 0.01 -0.03 -0.10
N -0.21 0.88 0.17
N 0.06 0.07 -0.11
N 0.08 -0.08 0.06
C 0.03 0.00 -0.02
C 0.14 0.25 0.07
C 0.01 -0.13 0.14
C -0.03 -0.06 0.11
C -0.23 0.26 0.20
C 0.04 0.06 -0.03
C -0.01 0.15 -0.08
C -0.04 -0.04 0.04
H -0.05 -0.01 -0.06
H 0.01 0.01 0.02
H 0.01 0.00 0.00
H -0.03 -0.06 0.05
H 0.01 0.02 -0.02
H 0.00 0.00 0.01
H -0.01 -0.06 0.02
H -0.01 0.00 -0.02

Values from the calculation:
HOMO energy (alpha / beta)	-11.514 / -11.992	eV
Kohn-Sham gap (alpha / beta)	6.33 / 4.82	eV
total charge	+1
largest force on an atom	0.0179	hartree/bohr
lowest unoccupied orbital energy (alpha / beta)	-5.186 / -7.171	eV
2S+1	3